No. 1
Here is a molecular structure, C37H30BN3O8Pd from OMol25. Energies are from ωB97M-V/def2-TZVPD.

As for the gap between HOMO and LUMO: 6.80 eV. As for the largest force on an atom: 0.72 eV/Å.

The geometry in ORCA input format:
```
! RIJCOSX wB97M-V def2-TZVPD def2/J DEFGRID3
* xyz -2 1
Pd -0.06331 0.64519 -1.29818
C -2.41352 -0.47271 1.30924
C -3.26721 -0.72365 0.10015
C -4.21918 -1.73666 0.08389
C -5.01499 -1.95366 -1.03158
C -4.85683 -1.14727 -2.14860
C -3.90934 -0.13071 -2.16748
C -3.69783 0.71571 -3.38793
C -3.11170 0.07741 -1.03821
N -2.08314 1.04049 -1.05936
C -2.41514 2.34014 -1.00352
O -3.55110 2.82247 -0.91286
C -1.21250 3.26830 -1.05585
C -1.19825 4.59996 -0.68029
C 0.02356 5.26040 -0.69381
C 1.19325 4.60806 -1.06401
C 1.09838 3.27643 -1.42787
N -0.08761 2.69428 -1.44673
C 2.26385 2.35050 -1.73124
O 3.38876 2.82974 -1.92048
N 1.91816 1.05375 -1.74392
C 2.93584 0.08920 -1.89718
C 3.04695 -0.60106 -3.10691
C 2.14059 -0.23766 -4.24701
C 3.97881 -1.62717 -3.21901
C 4.79525 -1.96223 -2.14931
C 4.67822 -1.26532 -0.95474
C 3.75339 -0.23854 -0.80951
C 3.58710 0.49946 0.48537
H -2.52695 -1.27730 2.03858
H -2.68544 0.47188 1.78728
H -1.35937 -0.36417 1.04231
H -4.33031 -2.36535 0.96157
H -5.74937 -2.75162 -1.03259
H -5.46653 -1.31431 -3.03144
H -4.27454 0.33089 -4.23146
H -2.63831 0.72662 -3.65592
H -3.99356 1.74920 -3.19410
H -2.11075 5.07119 -0.34435
H 0.07239 6.29177 -0.36521
H 2.16215 5.08576 -1.03272
H 2.27706 0.80814 -4.53114
H 1.09184 -0.34148 -3.95350
H 2.33548 -0.86994 -5.11562
H 4.05486 -2.17221 -4.15476
H 5.51220 -2.77070 -2.24212
H 5.30534 -1.52930 -0.10889
H 4.20337 0.05197 1.26778
H 2.53996 0.50254 0.80081
H 3.87664 1.54609 0.36555
O 0.36941 3.62814 2.20590
C 0.36487 2.38172 2.22934
O 0.39637 1.57086 1.27711
C 0.32241 1.73455 3.62986
C 0.40443 0.35500 3.76651
C 0.36467 -0.26775 5.01786
C 0.23345 0.55530 6.10910
O 0.18074 0.20524 7.45127
C -0.05563 1.41903 8.14900
O 0.04385 2.50123 7.24192
C 0.15174 1.92541 5.97979
C 0.19630 2.54977 4.76025
H 0.49660 -0.22753 2.85843
H 0.42947 -1.34261 5.12536
H 0.69730 1.53404 8.93435
H -1.06363 1.39670 8.58488
H 0.14130 3.62179 4.62869
O -0.96847 -2.19543 -2.02485
B -0.05152 -1.34893 -1.33801
O 0.91102 -2.20224 -0.71768
C 0.57966 -3.47610 -1.03109
C 1.20785 -4.65028 -0.67822
C 0.63890 -5.84124 -1.13649
C -0.51242 -5.83901 -1.91401
C -1.14188 -4.64303 -2.27116
C -0.56987 -3.47521 -1.81929
H 2.10639 -4.63666 -0.07561
H 1.10543 -6.78460 -0.87861
H -0.93216 -6.78039 -2.24826
H -2.04322 -4.62226 -2.86942
*
```


No. 2
Here is a molecular structure, C37H30F3N6SSn from OMol25. Energies are from ωB97M-V/def2-TZVPD.

As for the gap between HOMO and LUMO: 6.23 eV. As for the largest force on an atom: 0.37 eV/Å.

The geometry in ORCA input format:
```
! RIJCOSX wB97M-V def2-TZVPD def2/J DEFGRID3
* xyz -1 1
Sn 0.13297 0.77748 0.51002
N 8.19409 -0.47911 7.31201
C 7.33945 -0.41627 6.54380
C 6.26355 -0.33748 5.58282
C 5.91606 -1.45830 4.83208
C 4.86735 -1.38361 3.93083
C 4.15240 -0.19944 3.77540
C 4.51145 0.91887 4.51926
C 5.56340 0.85597 5.41801
C 2.98101 -0.14045 2.84477
C 1.73542 -0.33185 3.43337
C 1.47875 -0.70289 4.79091
C 0.12052 -0.88325 4.89106
C -0.40900 -0.60086 3.59879
N 0.53741 -0.27156 2.73874
C 3.27505 0.03664 1.48999
C 4.58717 0.10961 0.93765
C 4.44722 0.18001 -0.43026
C 3.05484 0.16187 -0.67944
N 2.35217 0.07290 0.44462
H 6.46503 -2.38197 4.96467
H 4.58568 -2.24858 3.34225
H 3.95528 1.84023 4.38974
H 5.84315 1.72400 6.00031
H 2.21631 -0.84694 5.56782
H -0.44350 -1.17564 5.76475
H -1.44808 -0.64439 3.28406
H 5.50654 0.10410 1.50508
H 5.22809 0.24498 -1.17338
H 2.55080 0.23107 -1.63645
F 0.61156 4.83326 -3.79126
C 0.71270 3.75108 -4.54943
F 1.94092 3.78070 -5.13290
F -0.17693 3.92158 -5.57363
C 0.46559 2.43092 -3.87017
C 0.09696 1.40401 -4.71574
C -0.15752 0.12783 -4.22780
C -0.06149 -0.03730 -2.86349
N 0.31073 0.93212 -2.02694
C 0.65166 2.18730 -2.46860
S 1.33566 3.27429 -1.35348
H -0.00126 1.60320 -5.77598
H -0.44190 -0.68686 -4.88002
H -0.30331 -0.99034 -2.39510
C -5.15817 -1.14408 -2.23884
C -4.42226 0.19266 -2.09870
C -4.82898 0.98342 -0.87362
C -5.98610 1.75610 -0.91814
C -6.36180 2.55316 0.15194
C -5.54856 2.60540 1.27462
C -4.37922 1.85774 1.35585
C -3.49679 1.97225 2.57870
C -4.16232 1.44814 3.85546
C -4.04101 1.01006 0.29053
N -2.85258 0.25917 0.35039
C -2.89634 -1.01030 0.44126
C -1.73952 -1.85540 0.36516
C -1.72107 -3.24700 0.46089
C -0.39579 -3.65095 0.25143
C 0.33031 -2.48046 0.03546
N -0.46544 -1.39370 0.09764
H -4.89432 -1.63744 -3.17773
H -6.23960 -0.99174 -2.22259
H -4.90266 -1.82136 -1.42165
H -4.63609 0.80384 -2.97761
H -3.34691 0.01949 -2.08385
H -6.59034 1.74065 -1.82126
H -7.26667 3.14784 0.10121
H -5.81420 3.25589 2.10303
H -3.21957 3.02050 2.71311
H -2.57292 1.42264 2.41391
H -5.06628 2.01105 4.09761
H -3.47586 1.52167 4.70285
H -4.44540 0.39748 3.73965
H -3.85581 -1.52185 0.59063
H -2.57717 -3.87773 0.65955
H -0.00838 -4.65885 0.25258
H 1.39109 -2.37642 -0.15753
*
```


No. 3
Here is a molecular structure, C37H31Br2LuN8O4PS8 in a non-equilibrium geometry from OMol25. Energies are from ωB97M-V/def2-TZVPD.

As for the gap between HOMO and LUMO: 5.83 eV. As for the largest force on an atom: 2.64 eV/Å.

The geometry in ORCA input format:
```
! RIJCOSX wB97M-V def2-TZVPD def2/J DEFGRID3
* xyz -1 1
Lu 0.08857 -0.40803 -0.19508
S -1.52064 -2.14390 1.19857
S -1.60937 -3.44873 -0.36476
S 0.29222 -3.96020 -0.94180
S 1.00647 -2.41820 -2.11340
O -0.18573 1.08101 3.79505
S 0.69625 1.47204 2.73013
O 2.10567 1.48486 3.12284
O 0.51331 0.77304 1.44695
C 0.35723 3.20134 2.35232
C 0.48997 4.08074 3.41308
C 0.38466 5.44370 3.20904
C 0.17383 5.91752 1.92201
C 0.03495 5.03587 0.86848
C 0.10290 3.65220 1.06996
P -0.06289 2.55391 -0.41717
C 1.31293 3.44078 -1.27588
C 2.49449 3.51607 -0.53551
C 3.62220 4.12006 -1.05100
C 3.59413 4.66112 -2.32761
C 2.43158 4.58368 -3.07211
C 1.30107 3.96644 -2.56040
C -1.56831 3.32722 -1.13709
C -2.50475 4.02015 -0.37349
C -3.67193 4.48676 -0.94757
C -3.93764 4.24949 -2.28474
C -3.03917 3.51560 -3.04072
C -1.87114 3.04975 -2.46713
H 0.69122 3.66347 4.38645
H 0.48408 6.13336 4.03363
H 0.13105 6.98068 1.73814
H -0.12594 5.41989 -0.13000
H 2.51785 3.09331 0.46295
H 4.52399 4.17641 -0.45772
H 4.47554 5.13545 -2.73605
H 2.39956 5.01734 -4.06140
H 0.40700 3.91858 -3.16158
H -2.33386 4.18310 0.68075
H -4.38121 5.03446 -0.34301
H -4.85266 4.61064 -2.72918
H -3.24998 3.29540 -4.07703
H -1.19760 2.43770 -3.04723
Br -3.68081 -2.16136 -3.23238
C -4.05199 -0.98934 -1.78759
C -5.37347 -0.79659 -1.41420
C -5.66385 0.04061 -0.36697
Br -7.49406 0.31904 0.08896
C -4.65586 0.67587 0.37702
C -4.87497 1.50498 1.49456
C -3.79656 1.97591 2.19086
C -2.50614 1.64537 1.76242
N -2.26144 0.94292 0.68092
C -3.30977 0.45426 -0.01249
C -2.97520 -0.36421 -1.15113
O -1.74818 -0.50089 -1.50965
H -6.15945 -1.30251 -1.95295
H -5.88523 1.75284 1.79196
H -3.91940 2.60383 3.06008
H -1.65292 1.96047 2.34130
N 3.76382 0.32502 1.41466
C 3.70555 0.52379 0.09306
N 2.65969 0.55439 -0.67554
C 3.00993 0.75901 -1.99139
C 4.34658 0.84218 -2.23531
S 5.24178 0.69670 -0.77535
C 2.02557 0.81869 -3.05151
C 2.33538 1.09783 -4.34837
S 0.97173 0.86693 -5.37291
C 0.05104 0.39580 -3.93846
N 0.71310 0.48909 -2.82262
N -1.23249 0.05318 -4.05972
H 2.99505 0.64182 2.03014
H 4.67673 0.43290 1.82883
H 4.85648 0.95837 -3.16772
H 3.27056 1.40337 -4.76443
H -1.52901 -0.34833 -4.93440
H -1.60445 -0.36885 -3.19523
C 1.18467 -3.87170 4.68149
C 1.78108 -2.48955 4.40723
C 2.10435 -2.35936 2.96889
N 1.36917 -1.78934 2.10384
N 1.81322 -1.83835 0.84578
C 2.94379 -2.48319 0.71492
N 3.55500 -2.61581 -0.46392
S 3.55645 -3.08384 2.24481
H 0.97726 -3.99318 5.74113
H 1.88013 -4.64960 4.37200
H 0.25782 -3.98553 4.12713
H 2.69110 -2.35473 4.99663
H 1.05889 -1.71086 4.66533
H 2.87374 -2.55047 -1.26084
H 4.29950 -3.28849 -0.53692
*
```


- What is the formula in the second record?
  C37H30F3N6SSn